8 unconnected molecules or ions with the total composition C30H72B3F12N5O5 at a distorted geometry, computed with wB97M-V/def2-TZVPD.

Cartesian coordinates (Å):
C (-2.4921, 6.1773, 3.8601)
C (-3.4841, 5.8644, 2.7945)
C (-3.3745, 4.3691, 2.3374)
O (-4.3099, 4.1855, 1.3096)
C (-4.2962, 2.7734, 0.8305)
N (-4.9103, 6.1181, 3.2796)
H (-5.5135, 5.7787, 2.5396)
H (-5.0873, 5.5512, 4.0934)
H (-5.2155, 7.0797, 3.3932)
H (-2.4544, 5.3892, 4.6057)
H (-2.7533, 7.1120, 4.3577)
H (-1.5047, 6.2441, 3.4018)
H (-3.3765, 6.5443, 1.9517)
H (-3.6123, 3.7093, 3.2028)
H (-2.3206, 4.1253, 2.1105)
H (-5.0889, 2.5501, 0.1126)
H (-4.4049, 2.1017, 1.7035)
H (-3.3012, 2.5760, 0.4100)
C (4.8625, 2.9655, 2.9334)
C (3.5185, 2.9463, 2.2805)
C (2.7403, 1.6841, 2.6324)
O (1.5383, 1.6475, 1.8494)
C (0.7082, 0.5104, 2.2213)
N (2.7361, 4.1617, 2.6966)
H (2.6816, 4.2208, 3.7040)
H (3.2286, 5.0304, 2.5108)
H (1.8493, 4.2287, 2.2233)
H (4.7966, 2.7869, 4.0062)
H (5.4856, 3.8311, 2.7172)
H (5.4161, 2.1328, 2.4967)
H (3.6103, 3.0256, 1.1954)
H (2.4375, 1.7674, 3.6879)
H (3.3528, 0.7687, 2.5475)
H (0.2302, 0.6522, 3.2003)
H (1.2974, -0.4032, 2.1935)
H (-0.0897, 0.3873, 1.4857)
C (-2.2831, -0.2638, -1.0002)
C (-3.6173, -0.7511, -0.5808)
C (-4.7852, -0.2323, -1.4657)
O (-5.9519, -0.7039, -0.9581)
C (-6.8944, -1.2453, -1.8952)
N (-3.6525, -2.2436, -0.6002)
H (-3.4209, -2.5931, -1.5427)
H (-3.1097, -2.7566, 0.1029)
H (-4.6321, -2.3825, -0.3883)
H (-1.5523, -0.6957, -0.3174)
H (-2.2443, 0.8177, -0.8153)
H (-2.0490, -0.5297, -2.0509)
H (-3.7839, -0.4757, 0.4686)
H (-4.6206, -0.5860, -2.4962)
H (-4.7609, 0.8724, -1.5406)
H (-6.4328, -1.9510, -2.5933)
H (-7.4176, -0.4182, -2.3972)
H (-7.5756, -1.7979, -1.2488)
C (3.1116, -6.4263, 1.2807)
C (2.4294, -5.1570, 1.8199)
C (3.4192, -4.0894, 2.2557)
C (4.2194, -3.4202, 1.1782)
C (3.2345, -2.7508, 0.2249)
C (2.1620, -3.6324, -0.4401)
N (1.7550, -4.6330, 0.5797)
O (0.5279, -5.2095, 0.3811)
C (2.7543, -4.4769, -1.5139)
C (1.0421, -2.7660, -0.9411)
C (1.4683, -5.4809, 2.9366)
H (2.4331, -7.1129, 0.7746)
H (3.6618, -6.9526, 2.0713)
H (3.9368, -6.1615, 0.5943)
H (4.0343, -4.4913, 3.0643)
H (2.8387, -3.3008, 2.7737)
H (4.8915, -4.0837, 0.6237)
H (4.9164, -2.6857, 1.6024)
H (3.7872, -2.2852, -0.5948)
H (2.7297, -1.9420, 0.7841)
H (3.1165, -3.8115, -2.3210)
H (1.9769, -5.0901, -1.9775)
H (3.6759, -4.9890, -1.2326)
H (1.4560, -2.1534, -1.7447)
H (0.6590, -2.0982, -0.1741)
H (0.2180, -3.3139, -1.4108)
H (2.1341, -5.8107, 3.7492)
H (0.8652, -6.3591, 2.6865)
H (0.8690, -4.6857, 3.3735)
C (1.3368, 1.2651, -4.6556)
C (1.0361, 1.8185, -3.3205)
C (1.3564, 0.8260, -2.2185)
C (2.8465, 0.5490, -1.9870)
C (3.5204, 1.8472, -1.6222)
C (3.4383, 2.9453, -2.6914)
N (2.0747, 2.9328, -3.2391)
O (1.6442, 4.1250, -3.7222)
C (4.2988, 2.5950, -3.8983)
C (3.8831, 4.2659, -2.1165)
C (-0.3719, 2.2973, -3.2014)
H (1.3648, 1.9674, -5.4965)
H (0.4816, 0.6071, -4.8579)
H (2.2631, 0.6711, -4.7563)
H (0.8971, -0.0893, -2.6040)
H (0.8063, 1.0157, -1.2884)
H (3.3128, 0.0817, -2.8578)
H (2.9616, -0.1944, -1.1934)
H (4.5826, 1.7034, -1.3971)
H (3.0646, 2.1633, -0.6762)
H (5.2980, 3.0047, -3.7721)
H (3.8672, 3.0802, -4.7813)
H (4.2997, 1.5324, -4.1656)
H (3.9970, 5.0494, -2.8605)
H (4.8757, 4.0461, -1.7212)
H (3.2931, 4.6769, -1.3050)
H (-0.6181, 2.5315, -2.1607)
H (-1.0515, 1.4386, -3.3590)
H (-0.5840, 3.1001, -3.9222)
B (-1.3013, -2.5311, 2.5325)
F (0.2791, -2.4729, 2.2563)
F (-1.4563, -2.8597, 3.8484)
F (-1.6820, -1.1714, 2.2057)
F (-1.8485, -3.3946, 1.5777)
B (-6.0121, -4.8571, 0.2723)
F (-6.2744, -6.2189, 0.3974)
F (-5.1007, -4.5935, -0.9075)
F (-7.1411, -4.0472, 0.0327)
F (-5.2849, -4.2890, 1.3875)
B (-2.1713, -2.5966, -3.9817)
F (-3.5751, -2.3268, -3.7219)
F (-1.4654, -1.2447, -4.0731)
F (-1.6252, -3.2304, -2.7897)
F (-1.9555, -3.3072, -5.1490)

Forces on atoms 1 to 2 (eV/Å):
C 0.2 0.2 0.4
C -0.1 -0.7 -0.7

The maximum force is 10.4 eV/Å. As for the total charge: +2. For the energy above the lowest of the compared OMol25 structures with the same formula, charge and spin, the calculation gives 370.14 kJ/mol. The HOMO energy comes out at -12.319 eV.

***

2 unconnected molecules or ions with the total composition C3H9NO2 at a distorted geometry, computed with wB97M-V/def2-TZVPD.

Cartesian coordinates (Å):
C (2.3768, 1.2460, -1.4657)
C (1.8077, 2.0867, -0.5938)
O (0.8682, 1.6886, 0.3011)
H (2.7998, 1.6890, -2.3561)
H (2.5038, 0.1887, -1.2614)
H (2.1422, 3.0945, -0.3817)
H (0.3206, 0.9882, -0.0789)
N (-2.5905, -1.5844, 0.5249)
C (-1.4393, -1.2873, 1.2994)
O (-0.1818, -1.1427, 0.5843)
H (-2.9474, -0.7971, 0.0018)
H (-2.4823, -2.3874, -0.0783)
H (-1.5453, -0.3553, 1.8507)
H (-1.2765, -2.1073, 1.9999)
H (-0.3560, -1.3202, -0.3460)

Forces on atoms 1 to 2 (eV/Å):
C 0.2 0.8 -0.1
C -0.1 -1.0 0.3

The maximum force is 1.1 eV/Å. Its structure (SMILES) is C=CO.NCO. For the energy above the lowest of the compared OMol25 structures with the same formula, charge and spin, the calculation gives 253.10 kJ/mol. The HOMO energy comes out at -8.624 eV.

***

A single C2H2N4S2 molecule at a distorted geometry, computed with wB97M-V/def2-TZVPD.

Cartesian coordinates (Å):
S (-1.7374, -2.5228, -0.0639)
C (-0.8522, -1.0534, -0.1431)
N (0.1204, -0.7977, -1.0211)
N (0.6708, 0.3651, -1.1310)
C (0.7088, 1.0901, -0.0814)
S (1.3842, 2.8724, -0.0483)
N (0.0604, 0.6419, 1.1578)
N (-0.7781, -0.2542, 1.0232)
H (-0.6286, -3.3741, -1.0282)
H (1.0518, 3.0326, 1.3361)

Forces on atoms 1 to 2 (eV/Å):
S 2.1 -2.3 -2.3
C 3.7 2.6 0.4

The maximum force is 4.8 eV/Å. Its structure (SMILES) is Sc1nnc(S)nn1. For the energy above the lowest of the compared OMol25 structures with the same formula, charge and spin, the calculation gives 226.59 kJ/mol. The HOMO energy comes out at -9.011 eV.

***

A molecular structure, C33H37As2BaN2O2, computed with wB97M-V/def2-TZVPD.

Cartesian coordinates (Å):
Ba (0.8605, -0.7655, -0.2339)
O (-0.4920, -0.9667, -2.3467)
C (-1.6802, -1.1748, -2.7823)
C (-2.0478, -0.7773, -4.0987)
C (-3.3125, -0.9788, -4.5990)
C (-4.3033, -1.5953, -3.8282)
C (-3.9737, -1.9971, -2.5505)
C (-2.6989, -1.8081, -2.0045)
C (-2.5054, -2.2878, -0.6427)
N (-1.4534, -2.2560, 0.0686)
C (-1.5648, -2.7642, 1.4283)
C (-1.3223, -1.6179, 2.4035)
N (0.1027, -1.3156, 2.5617)
C (0.4641, -0.1436, 2.9076)
C (-0.3107, 1.1100, 2.9450)
C (-0.2257, 1.9404, 4.0625)
C (-0.8813, 3.1560, 4.1194)
C (-1.6226, 3.5574, 3.0039)
C (-1.6857, 2.7796, 1.8693)
C (-1.0103, 1.5308, 1.7679)
O (-0.9969, 0.8512, 0.6785)
H (-1.2781, -0.3096, -4.7018)
H (-3.5415, -0.6568, -5.6097)
H (-5.2976, -1.7565, -4.2233)
H (-4.7230, -2.4829, -1.9323)
H (-3.4112, -2.7427, -0.2126)
H (-0.8257, -3.5578, 1.5779)
H (-2.5644, -3.1807, 1.6136)
H (-1.6741, -1.8826, 3.4059)
H (-1.8974, -0.7535, 2.0685)
H (1.5281, -0.0487, 3.1614)
H (0.3632, 1.6064, 4.9125)
H (-0.8233, 3.7779, 5.0028)
H (-2.1531, 4.5036, 3.0263)
H (-2.2599, 3.1004, 1.0080)
C (5.6719, 0.8176, 1.1576)
As (3.8089, 1.2286, 0.7170)
C (3.3707, 2.1523, 2.3907)
C (4.0662, 2.8283, -0.4023)
C (5.3353, 3.3312, -0.6668)
C (5.5003, 4.4814, -1.4278)
C (4.3898, 5.1412, -1.9288)
C (3.1205, 4.6359, -1.6798)
C (2.9415, 3.4783, -0.9312)
As (1.1857, 2.6481, -0.5991)
C (-0.0421, 4.0891, -1.0667)
C (1.1291, 1.7082, -2.3287)
H (6.1915, 1.6863, 1.5624)
H (6.1978, 0.4456, 0.2794)
H (5.6604, 0.0273, 1.9075)
H (4.0086, 3.0269, 2.5119)
H (3.5336, 1.4650, 3.2216)
H (2.3235, 2.4532, 2.3829)
H (6.2158, 2.8377, -0.2748)
H (6.4961, 4.8602, -1.6219)
H (4.5095, 6.0439, -2.5150)
H (2.2582, 5.1534, -2.0837)
H (0.1658, 4.4923, -2.0575)
H (-0.0043, 4.8780, -0.3178)
H (-1.0376, 3.6476, -1.0626)
H (1.2740, 2.4258, -3.1364)
H (0.2025, 1.1501, -2.4806)
H (1.9565, 0.9934, -2.3718)
C (1.7243, -3.3750, -1.2777)
C (1.0020, -4.4271, -0.6879)
C (-0.2583, -4.8709, -1.1878)
C (-1.0041, -5.8367, -0.5471)
C (-0.5605, -6.4530, 0.6264)
C (0.6791, -6.0573, 1.1272)
C (1.4365, -5.0873, 0.5001)
H (1.3991, -2.9254, -2.2129)
H (2.7480, -3.1847, -0.9513)
H (-0.6473, -4.4023, -2.0862)
H (-1.9628, -6.1210, -0.9714)
H (-1.1517, -7.2127, 1.1217)
H (1.0630, -6.5160, 2.0339)
H (2.3918, -4.7993, 0.9304)

Forces on atoms 1 to 2 (eV/Å):
Ba -0.5 -0.7 -0.5
O 0.1 0.2 0.1

The maximum force is 1.0 eV/Å. As for the total charge: -1. For the energy above the lowest of the compared OMol25 structures with the same formula, charge and spin, the calculation gives 46.55 kJ/mol. The HOMO energy comes out at -2.458 eV.

***

16 unconnected molecules or ions with the total composition C23H77N29O16 at a distorted geometry, computed with wB97M-V/def2-TZVPD.

Cartesian coordinates (Å):
O (-5.6824, -0.4104, -0.4554)
H (-6.4651, -0.7739, -0.0348)
H (-5.2175, -1.0637, -0.9833)
H (-5.0762, 0.0785, 0.1059)
C (-0.4789, -0.6361, -2.2907)
C (0.4091, 0.2833, -1.3599)
C (-0.6152, 1.3864, -0.8719)
C (-1.6354, 0.8173, 0.1652)
C (-0.8732, 0.2487, 1.3881)
C (0.1327, -0.8154, 1.0827)
N (0.8748, -0.5527, -0.2093)
O (2.1738, -1.2850, -0.4520)
C (-0.5836, -2.1672, 0.8550)
C (1.1471, -0.8732, 2.2679)
C (1.4163, 0.9884, -2.2720)
H (-0.9495, -0.1413, -3.1403)
H (-1.2828, -1.1178, -1.7342)
H (0.0677, -1.5055, -2.6561)
H (-1.3380, 1.7958, -1.5776)
H (-0.1615, 2.3495, -0.6382)
H (-2.2826, 0.0748, -0.3017)
H (-2.3269, 1.5421, 0.5949)
H (-1.6157, -0.3214, 1.9465)
H (-0.6266, 0.9314, 2.2013)
H (-1.4701, -2.2863, 0.2321)
H (-1.0787, -2.4015, 1.7974)
H (0.1760, -2.8990, 0.5802)
H (0.5408, -0.8273, 3.1725)
H (1.8217, -0.0841, 2.6001)
H (1.6453, -1.8338, 2.3989)
H (1.7100, 0.3576, -3.1110)
H (2.3476, 1.2637, -1.7770)
H (1.0296, 1.9557, -2.5928)
C (-0.1259, -6.1141, 3.0513)
O (0.3755, -7.2125, 3.0482)
N (-0.1679, -5.3493, 4.0707)
N (-0.5736, -5.5590, 2.0089)
H (-0.8438, -4.5999, 4.0301)
H (0.3597, -5.5506, 4.9081)
H (-0.4556, -6.1042, 1.1669)
H (-0.7407, -4.5763, 2.1714)
C (3.2543, 2.3890, -5.9046)
O (3.9251, 2.2875, -6.9383)
N (3.7087, 3.1456, -4.9251)
N (2.0412, 2.0452, -5.5961)
H (4.6822, 3.3781, -5.0605)
H (3.1500, 3.2746, -4.0937)
H (1.5569, 1.5772, -6.3488)
H (1.8456, 1.7223, -4.6594)
C (1.7505, -3.9746, -3.0748)
O (1.5366, -4.4466, -4.1710)
N (1.3760, -4.5288, -1.9709)
N (2.4799, -2.9153, -2.9463)
H (1.5919, -4.2133, -1.0361)
H (1.4524, -5.5356, -1.9447)
H (2.3486, -2.4091, -2.0822)
H (2.8765, -2.5001, -3.7772)
C (-3.1668, 5.7030, 2.2141)
O (-3.4140, 5.5152, 3.4266)
N (-2.5005, 6.6802, 1.6777)
N (-3.2142, 4.8693, 1.2142)
H (-2.5564, 6.5977, 0.6727)
H (-2.5130, 7.6039, 2.0861)
H (-3.1975, 5.0614, 0.2228)
H (-3.4165, 3.9412, 1.5575)
C (-4.4676, 1.6870, 2.6885)
O (-4.7384, 0.7415, 1.9847)
N (-3.2767, 2.1120, 2.9899)
N (-5.3693, 2.4702, 3.1607)
H (-2.5911, 1.7900, 2.3218)
H (-3.1158, 2.9687, 3.5001)
H (-6.2542, 2.0364, 2.9397)
H (-5.3115, 3.3164, 3.7091)
C (-3.0836, -2.9630, 3.3734)
O (-2.0033, -3.0204, 4.0114)
N (-3.9178, -2.0882, 3.6048)
N (-3.4438, -3.7486, 2.4394)
H (-4.8501, -2.1845, 3.2284)
H (-3.7339, -1.2440, 4.1278)
H (-4.3055, -3.5038, 1.9728)
H (-2.7820, -4.4560, 2.1535)
C (-0.0900, -2.8530, 6.7878)
O (-1.1871, -3.0455, 7.2488)
N (0.2402, -2.4636, 5.5624)
N (0.9680, -2.8222, 7.5192)
H (1.2344, -2.3263, 5.4491)
H (-0.4874, -2.3646, 4.8690)
H (0.8728, -2.8098, 8.5246)
H (1.8507, -2.8189, 7.0283)
C (-0.6523, 0.9390, -7.0318)
O (-0.1151, 1.1888, -8.1120)
N (-0.7253, -0.2769, -6.5739)
N (-1.2829, 1.8373, -6.3882)
H (-0.2395, -1.0357, -7.0303)
H (-1.2817, -0.4433, -5.7476)
H (-1.1023, 2.7137, -6.8568)
H (-1.5802, 1.7999, -5.4237)
C (4.8380, -3.7599, -0.2181)
O (5.4324, -4.9104, -0.3050)
N (3.9340, -3.6044, 0.6243)
N (5.0445, -2.7554, -1.0359)
H (3.3024, -2.8464, 0.4082)
H (3.5573, -4.3625, 1.1753)
H (4.3266, -2.0471, -0.9802)
H (5.7500, -2.9543, -1.7307)
C (0.2914, 2.3865, 4.9662)
O (-0.2193, 1.3817, 5.4458)
N (1.0519, 2.4320, 3.9745)
N (0.3298, 3.4418, 5.7454)
H (1.3359, 3.2109, 3.3976)
H (1.2170, 1.4698, 3.7157)
H (-0.2674, 3.3829, 6.5578)
H (0.5560, 4.3721, 5.4237)
C (5.0624, 1.0948, 1.6191)
O (5.8158, 1.6216, 2.4192)
N (4.5980, -0.0935, 1.4924)
N (4.4313, 1.8495, 0.8060)
H (3.7432, -0.3342, 1.0112)
H (4.9551, -0.6961, 2.2201)
H (4.8823, 2.7507, 0.7389)
H (3.6061, 1.5096, 0.3331)
C (2.6024, 4.5202, -1.3575)
O (2.2640, 4.4957, -2.5721)
N (1.8585, 4.1334, -0.3145)
N (3.7675, 4.9452, -1.0067)
H (2.2190, 4.5260, 0.5433)
H (0.8738, 4.1827, -0.5336)
H (4.0320, 5.0440, -0.0370)
H (4.0878, 5.6321, -1.6744)
C (-1.1091, 4.4467, -3.5906)
O (-2.1656, 4.3606, -4.1756)
N (-0.0276, 4.1857, -4.2176)
N (-0.7952, 4.8436, -2.4095)
H (0.8452, 4.3615, -3.7406)
H (0.0059, 3.6948, -5.0997)
H (-1.6517, 5.1589, -1.9769)
H (0.0732, 4.9055, -1.8974)
C (-2.6762, -4.5072, -3.8195)
O (-3.9229, -4.3061, -3.6766)
N (-1.6690, -3.8422, -3.4262)
N (-2.1252, -5.5493, -4.2678)
H (-0.7253, -4.1593, -3.5963)
H (-1.8101, -3.0734, -2.7865)
H (-2.6737, -6.3968, -4.2378)
H (-1.1876, -5.5543, -3.8924)

Forces on atoms 1 to 2 (eV/Å):
O -0.3 -0.1 -1.3
H -0.5 -0.1 0.6

The maximum force is 10.0 eV/Å. The multiplicity is 2. As for the total charge: +1. The HOMO energy (alpha / beta) comes out at -10.838 / -10.836 eV.

***

2 unconnected molecules or ions with the total composition C3H11NO2S, computed with wB97M-V/def2-TZVPD.

Cartesian coordinates (Å):
N (0.9683, 1.4371, -1.6475)
C (0.0699, 0.9622, -0.6162)
C (-1.0579, 0.1429, -1.2341)
O (-1.8548, 0.8850, -2.1446)
C (0.7365, 0.0716, 0.4483)
S (1.8909, 0.9752, 1.5472)
H (1.7773, 0.8322, -1.7447)
H (1.3324, 2.3469, -1.3888)
H (-0.3517, 1.8237, -0.1069)
H (-0.5947, -0.7033, -1.7483)
H (-1.7191, -0.2054, -0.4363)
H (-1.2792, 1.5496, -2.5448)
H (-0.0094, -0.4228, 1.0592)
H (1.3157, -0.6725, -0.1026)
H (2.9820, 0.3968, 1.0784)
O (-2.2972, -4.3407, 1.7487)
H (-3.1730, -4.7070, 1.9215)
H (-1.8425, -4.9872, 1.1918)

Forces on atoms 1 to 2 (eV/Å):
N 0.2 0.5 -0.1
C -0.2 -0.6 0.7

The maximum force is 0.9 eV/Å. Its structure (SMILES) is N[C@@H](CO)CS.O. For the energy above the lowest of the compared OMol25 structures with the same formula, charge and spin, the calculation gives 13.36 kJ/mol. The HOMO energy comes out at -9.253 eV.